Formula: C33H70AlN4O3S2
Source: OMol25
Level of theory: ωB97M-V with the def2-TZVPD basis set

XYZ file:
```
113
Properties=species:S:1:pos:R:3:forces:R:3
H -2.8712 7.4114 -1.3240 -0.02 -0.03 -0.02
H -2.9759 5.4011 -2.2927 -0.05 0.00 -0.03
C 5.4903 -4.7232 2.3706 0.18 0.47 0.21
H -3.2516 -1.5939 -2.6789 -0.40 -0.17 0.16
H -5.6332 8.7088 -1.3588 -0.08 -0.10 -0.04
H 3.4722 -0.7039 -1.3452 -0.02 0.31 -0.05
H 6.0978 -5.3000 1.6701 -0.08 -0.08 -0.03
H 0.5987 -3.3737 1.8707 0.09 0.06 0.22
H 0.3519 -0.9532 -1.7906 -0.28 -0.06 0.25
H -1.3190 -1.4876 -3.8988 0.23 -0.22 0.00
N -5.7953 6.0439 -2.2885 -0.59 1.15 1.45
H -1.5000 -2.8034 -0.9870 0.10 -0.11 -0.30
C -1.4442 2.6439 0.8390 0.06 -0.65 0.51
C 3.3178 -3.6014 5.9245 -0.28 0.27 -0.19
C 5.4586 -3.6432 4.6409 0.23 0.13 -0.39
H 6.8015 -5.2305 4.0248 -0.03 0.00 0.02
H -3.6082 8.3974 -0.0847 0.02 0.00 -0.01
H -4.2813 9.1112 -2.3979 -0.03 -0.03 -0.11
C -3.7179 4.7084 -1.9010 0.12 0.21 -0.22
H -0.5547 4.3067 1.8240 -0.18 0.19 0.08
C 0.0185 -3.6737 1.0060 0.14 -0.17 -0.10
H 3.5999 -3.2559 -3.0162 0.28 -0.15 0.09
O 5.1513 -1.2680 -2.3536 0.21 -0.16 -0.23
H 3.1226 -4.6576 1.0352 -0.06 -0.02 0.15
H 0.3764 -4.6445 0.6845 0.13 -0.28 0.06
C 4.2293 -5.5219 2.7096 0.32 -1.46 -0.35
H -0.3191 2.7765 2.6531 -0.18 0.01 0.29
C -1.6751 -0.5202 -3.5700 -0.45 0.67 0.08
H -5.0285 3.7478 0.1252 0.14 0.02 -0.08
H -2.2418 -0.0845 -4.3944 -0.11 -0.13 -0.32
H -0.1427 0.8658 -4.1745 -0.08 0.14 -0.31
C 3.9667 -1.6306 -1.6278 0.29 -0.61 -0.09
C -6.3840 7.9462 -3.7542 -0.44 -0.04 0.16
C 1.0535 3.1039 1.0503 -0.27 0.01 0.26
H 5.4139 -2.1013 -0.1042 0.28 0.08 0.05
H 3.8417 -3.3840 6.8554 0.09 -0.09 0.00
H 5.2098 -1.8748 -3.1078 -0.13 0.37 0.26
H -5.3009 6.7314 0.3995 -0.09 -0.03 -0.10
C -5.2790 7.2849 -2.9371 0.80 0.22 -1.25
H 3.9171 -6.1781 0.6869 0.12 -0.06 0.08
H 2.8482 -0.1996 -4.5890 0.09 0.04 -0.26
H 2.3968 -4.1332 6.1688 0.00 -0.01 -0.04
H 3.7599 -6.3051 6.0635 -0.02 0.01 -0.02
H 2.4414 -6.1652 1.6567 0.01 0.00 0.05
H 4.4995 -7.6466 2.2560 0.02 0.12 -0.11
N -2.0881 -0.8401 -1.1190 -0.73 0.08 0.37
H 1.2243 0.5294 -2.0325 0.28 0.10 0.16
C -2.0223 -2.2610 0.9801 -0.25 -1.10 -0.08
H 6.0481 -3.4495 5.5403 -0.08 -0.04 0.09
C -1.4814 -3.6692 1.2819 0.55 0.69 -0.36
H 5.1583 -2.6648 4.2536 -0.13 -0.06 -0.05
H -3.4322 0.1253 -2.4520 -0.04 0.31 0.18
H 5.0087 -5.3305 6.8333 -0.04 0.13 -0.02
C 4.2130 -4.4434 5.0226 0.28 -0.68 1.26
C 3.3718 -5.6306 1.4551 -0.43 0.38 -0.10
H -1.5521 3.1872 -0.0887 -0.13 0.07 -0.34
N 0.9651 -2.4185 -4.9539 0.48 0.31 0.19
H 0.4039 -3.0874 -4.4384 -0.11 -0.04 -0.10
C -4.9324 5.3973 -1.2533 1.05 -1.12 -0.12
H -4.2298 7.5518 -4.8412 -0.08 0.12 0.08
H 4.2983 -3.4223 -0.4361 0.02 -0.19 -0.07
C -3.8294 7.6617 -0.8611 -0.06 -0.04 -0.06
H 3.9428 -7.3584 3.8833 -0.02 0.03 0.00
H 0.9829 2.9534 -0.0194 0.13 0.14 -0.31
C -4.4563 6.4220 -0.2249 -0.05 0.49 0.06
H 2.3337 -2.9519 -1.8520 -0.25 -0.18 0.03
C 3.0494 -2.4561 -2.5121 -0.58 0.59 -0.25
C -0.5166 0.4208 -3.2553 0.21 -0.36 0.40
H -1.9533 -4.3717 0.6015 -0.35 -0.33 0.20
H -7.2011 8.3047 -3.1307 0.00 -0.14 0.03
H -3.7377 5.9459 0.4456 -0.01 -0.13 -0.04
C -2.2546 -2.1730 -0.5216 0.81 0.05 -0.09
H -1.6581 -3.9268 2.3189 -0.25 -0.30 0.13
H 5.2045 -3.8055 1.8474 -0.11 -0.05 0.04
S -0.9499 0.9435 0.4349 0.08 -0.11 -0.58
H 3.0528 -2.6500 5.4679 -0.05 -0.08 -0.09
H -6.0813 3.5606 -1.2745 0.00 0.01 -0.01
C -0.3423 3.2522 1.6785 0.54 -0.03 -0.08
C -4.7761 8.2808 -1.8889 0.04 -0.01 0.48
H -2.9660 -2.1393 1.4975 -0.10 0.50 0.25
H -6.7921 7.2551 -4.4935 0.01 -0.02 0.02
H 1.5747 2.2478 1.4593 0.08 -0.28 -0.01
O 2.7766 -3.8696 3.3456 -0.50 -0.29 0.15
H -1.2658 -1.5704 1.3260 -0.09 0.43 0.13
H 0.2643 -2.9825 0.2047 0.06 0.14 -0.20
H -0.9275 1.2547 -2.6703 -0.06 0.15 0.12
H -3.1515 7.1252 -3.5341 -0.01 -0.08 0.04
C -2.7121 -0.6808 -2.4426 0.95 -0.77 -0.64
N 3.4569 -4.8644 3.8067 0.61 1.61 -0.73
Al 1.9578 -1.2839 -3.7933 -0.48 -0.24 0.37
C -2.3906 0.2172 -0.2557 -0.01 0.62 0.62
C 4.6208 -5.6635 5.8701 0.09 -0.18 -0.13
C 4.6028 -6.9739 3.1063 0.01 -0.04 0.21
C 0.6731 -0.2519 -2.5577 0.38 -0.08 -0.47
H -4.0320 4.0496 -2.7113 -0.02 0.00 0.01
H -6.5293 4.6528 0.0403 -0.03 0.08 -0.13
O -6.9814 6.2455 -1.8198 -0.20 -0.39 -0.38
H 7.1336 -3.6813 3.2879 0.01 -0.01 0.00
H -2.3860 2.5967 1.3705 -0.21 0.17 0.03
C 6.3231 -4.3452 3.5949 -0.10 -0.06 -0.01
H -5.9734 8.8074 -4.2809 0.13 -0.03 -0.01
H -3.2165 -2.6239 -0.7684 -0.36 0.18 -0.01
H -4.1985 5.9067 -4.2636 -0.02 -0.01 0.03
C -4.1466 6.9450 -3.9401 0.09 -0.15 0.03
S -3.8940 0.7297 0.1370 -0.26 0.13 -0.24
H 5.4023 -6.2690 5.4173 -0.05 0.00 -0.04
H 5.6319 -7.0682 3.4550 -0.03 0.04 0.07
H 1.6610 3.9696 1.2713 0.21 0.28 -0.08
H 3.7922 -2.0262 0.5197 -0.36 -0.04 0.17
H 0.3395 -1.8974 -5.5584 -0.09 -0.15 -0.06
H -3.2084 4.0955 -1.1607 -0.11 -0.04 0.09
C 4.3814 -2.3445 -0.3343 0.21 0.16 -0.04
C -5.6947 4.2811 -0.5527 -0.52 0.04 0.12
```
Positions in Å, forces in eV/Å.

As for the multiplicity: 3. The energy comes out at -75724.8785 eV. Its net charge is -1.